No. 1
56
Properties=species:S:1:pos:R:3:forces:R:3:nbo_charge:R:1 method="wB97M-V/def2-TZVPD" lumo_energy_ha=-0.173 total_charge=+1 e_tot_ha=-1228.556012 homo_lumo_gap_ev=6.01 multiplicity=1 e_homo_ev=-10.730
C -6.08941 4.45517 0.76289 -0.138 -0.202 0.219 -0.262
O -6.03108 3.01451 0.64902 1.306 -0.476 0.116 -0.459
C -4.81437 2.41690 0.71452 -0.451 0.521 -0.277 0.428
C -4.72116 1.10470 0.18370 -0.072 0.284 0.133 -0.278
C -3.48938 0.54176 -0.02278 0.009 -0.009 0.183 -0.098
C -2.29027 1.23910 0.30614 0.061 0.215 -0.121 -0.116
C -1.03289 0.67148 -0.01027 -0.428 0.663 0.312 0.097
C 0.20985 1.34614 0.08422 0.515 0.428 -0.229 -0.215
C 1.33729 0.59578 0.50450 -0.179 -0.076 -0.250 -0.090
C 2.54346 1.19010 0.78077 0.171 0.644 -0.039 -0.278
C 2.71186 2.57705 0.51439 0.210 0.208 0.276 0.409
O 3.90156 3.13179 0.86664 -1.010 -0.174 -0.519 -0.463
C 4.07475 4.55722 0.67712 -0.038 -0.264 -0.014 -0.262
C 1.64873 3.31832 -0.07071 0.119 -0.084 0.303 -0.344
C 0.41041 2.72294 -0.22037 -0.118 -0.175 0.258 -0.057
C -2.42117 2.49143 0.98262 -0.213 -0.002 -0.180 -0.113
C -3.65708 3.06038 1.22159 0.002 -0.177 -0.316 -0.312
H -7.13357 4.69207 0.54336 0.311 0.066 0.107 0.224
H -5.82833 4.77216 1.78046 -0.161 -0.033 -0.242 0.190
H -5.42429 4.93879 0.03509 -0.146 -0.231 0.143 0.195
H -5.64194 0.59685 -0.08119 0.130 0.060 -0.076 0.252
H -3.41028 -0.44713 -0.46719 -0.041 0.134 0.035 0.232
H -1.00314 -0.37242 -0.32391 0.137 -0.064 0.192 0.256
H 1.18243 -0.47118 0.59939 0.060 0.246 0.155 0.261
H 3.38080 0.63925 1.21260 -0.241 0.134 -0.209 0.243
H 5.12592 4.75445 0.90183 -0.286 -0.073 -0.069 0.222
H 3.85013 4.84219 -0.36051 0.171 -0.069 0.313 0.188
H 3.43276 5.11334 1.37467 0.139 -0.169 -0.204 0.193
H 1.79497 4.36427 -0.35003 -0.150 -0.455 0.137 0.240
H -0.43363 3.30226 -0.59148 0.304 -0.073 -0.114 0.217
H -1.52427 3.02273 1.28902 -0.216 -0.211 0.204 0.234
H -3.74296 4.00001 1.76578 0.085 -0.238 -0.270 0.243
C 2.69624 -4.06080 2.94058 -0.119 0.107 -0.330 -0.197
C 1.89995 -5.00369 2.27513 0.050 0.135 -0.053 -0.200
C 1.28108 -4.69649 1.05875 0.381 0.500 0.254 -0.199
C 1.51405 -3.43700 0.47805 0.061 0.027 -0.372 -0.119
C 1.05464 -3.12820 -0.92668 -0.434 0.619 -0.394 0.455
N 0.71893 -1.92525 -1.29856 0.813 -0.823 0.459 -0.597
C 0.71193 -1.68046 -2.74633 0.219 0.071 0.519 -0.235
C 0.26028 -2.83544 -3.63054 -0.561 0.120 -0.217 -0.434
C 0.64983 -4.21981 -3.13912 0.033 -0.267 0.131 -0.209
N 1.08618 -4.19553 -1.76180 0.553 -0.476 0.547 -0.596
C 2.34403 -2.50574 1.11988 -0.071 -0.318 0.170 -0.135
C 2.87767 -2.79244 2.37809 -0.044 -0.259 -0.251 -0.223
H 3.22404 -4.32799 3.85940 -0.362 0.098 -0.235 0.227
H 1.77935 -5.99733 2.69870 -0.022 0.173 -0.028 0.224
H 0.65892 -5.43721 0.54481 0.181 0.288 0.332 0.216
H 0.07245 -0.80466 -2.87793 0.044 -0.064 -0.385 0.193
H 1.72944 -1.38104 -3.06654 -0.292 -0.054 0.323 0.193
H -0.82641 -2.82672 -3.72886 0.021 0.184 -0.042 0.207
H 0.68256 -2.68866 -4.61928 -0.132 0.054 -0.220 0.224
H -0.22661 -4.87173 -3.18696 0.082 -0.058 -0.222 0.198
H 1.43652 -4.67044 -3.75635 -0.116 0.126 0.134 0.202
H 1.35546 -5.08060 -1.35232 0.053 0.301 -0.213 0.402
H 2.63249 -1.58433 0.60510 -0.202 -0.539 0.197 0.208
H 3.47129 -2.03088 2.88093 0.023 -0.291 -0.059 0.218

***

No. 2
60
Properties=species:S:1:pos:R:3:forces:R:3:nbo_charge:R:1 method="wB97M-V/def2-TZVPD" lumo_energy_ha=0.013 total_charge=0 smiles="COc1ccc(C(=O)Nc2ccccc2C(=O)N[C@H](C(=O)NCc2ccco2)C(C)C)cc1" e_tot_ha=-1509.385158 homo_lumo_gap_ev=8.83 multiplicity=1 e_homo_ev=-8.480
C -4.88643 5.46401 -0.31215 -0.110 0.228 0.058 -0.253
H -5.60560 5.60715 -1.11708 0.042 0.032 0.083 0.202
O -4.24910 4.23865 -0.58413 0.198 -0.305 -0.015 -0.489
C -3.29229 3.79687 0.27199 0.157 -0.187 0.056 0.328
C -2.71416 2.56483 -0.04651 -0.202 0.196 -0.126 -0.253
C -1.72476 2.02721 0.74450 -0.017 0.177 0.089 -0.194
C -1.28700 2.70148 1.88533 -0.288 0.249 0.013 -0.116
C -1.88535 3.91451 2.21072 0.225 -0.270 0.014 -0.148
C -2.86924 4.46904 1.41548 -0.251 0.160 -0.184 -0.318
H -3.29968 5.41712 1.69655 -0.051 0.080 -0.004 0.221
H -1.55910 4.42345 3.10526 0.015 0.026 0.074 0.233
C -0.24936 2.17292 2.81105 0.036 -0.064 0.061 0.658
O -0.21167 2.48879 3.98452 0.030 0.068 0.091 -0.610
N 0.63417 1.31869 2.20906 -0.199 -0.010 -0.548 -0.646
C 1.67132 0.59342 2.76443 0.240 -0.230 0.166 0.291
C 2.08772 0.78042 4.08404 -0.095 0.162 0.129 -0.260
C 3.14591 0.06021 4.59626 0.045 -0.111 -0.199 -0.166
C 3.82040 -0.85821 3.80488 0.095 -0.099 0.084 -0.245
C 3.40278 -1.07412 2.50792 -0.069 0.087 0.015 -0.163
C 2.31984 -0.37827 1.97025 0.067 0.225 0.311 -0.227
C 1.86661 -0.65200 0.58754 0.003 -0.177 0.007 0.691
O 1.29293 0.18756 -0.11659 0.073 0.189 -0.087 -0.691
N 2.09202 -1.89517 0.13048 0.151 -0.275 -0.002 -0.593
H 2.41621 -2.60956 0.76141 -0.035 0.135 0.082 0.414
C 1.81951 -2.30964 -1.23053 -0.079 -0.167 -0.494 -0.139
C 2.78365 -3.41796 -1.68096 0.022 0.130 0.110 -0.215
C 4.19458 -2.85655 -1.84470 -0.257 -0.072 -0.078 -0.603
H 4.56307 -2.45813 -0.90126 0.093 0.045 0.102 0.199
H 4.21083 -2.05663 -2.58138 0.061 0.108 -0.072 0.211
H 4.87373 -3.63889 -2.17380 0.112 -0.056 -0.017 0.214
C 2.78421 -4.62168 -0.73897 -0.210 0.102 -0.212 -0.622
H 3.33556 -5.43902 -1.19702 0.098 -0.086 0.035 0.221
H 1.76703 -4.95696 -0.55948 -0.034 -0.098 0.067 0.243
H 3.26611 -4.39492 0.21126 0.129 -0.003 0.139 0.181
H 2.41911 -3.75850 -2.65481 -0.018 0.050 0.084 0.226
H 1.96872 -1.42499 -1.86480 -0.008 -0.145 0.096 0.233
C 0.33740 -2.72104 -1.39571 0.388 0.416 0.161 0.681
O -0.02494 -3.84611 -1.66624 -0.081 -0.457 -0.216 -0.636
N -0.49586 -1.68576 -1.19809 -0.330 0.407 0.125 -0.621
H -0.09618 -0.76755 -1.02410 0.065 -0.208 -0.023 0.431
C -1.93215 -1.79751 -1.36975 -0.001 0.082 -0.069 -0.278
C -2.38915 -1.07240 -2.59258 0.169 -0.783 -0.489 0.260
C -2.32189 -1.40045 -3.91479 -0.039 0.037 0.681 -0.297
C -2.86955 -0.30332 -4.62354 -0.163 0.471 0.264 -0.310
C -3.22497 0.60943 -3.68092 -0.027 -0.023 -0.918 0.082
O -2.93561 0.15533 -2.44994 0.002 0.058 0.517 -0.409
H -3.67636 1.57918 -3.75235 -0.060 0.141 0.099 0.205
H -2.98206 -0.21292 -5.68424 -0.064 0.099 -0.211 0.229
H -1.93498 -2.31059 -4.32448 0.101 -0.242 -0.022 0.232
H -2.15272 -2.86441 -1.45994 -0.064 0.200 0.067 0.254
H -2.43909 -1.38326 -0.49303 -0.028 -0.134 -0.063 0.216
H 3.95182 -1.77171 1.89139 0.027 -0.051 -0.061 0.207
H 4.66665 -1.40096 4.19733 0.072 -0.045 0.018 0.217
H 3.45914 0.22673 5.61579 0.011 0.032 0.088 0.218
H 1.57126 1.50579 4.68997 -0.013 0.006 -0.008 0.261
H 0.56043 1.19613 1.19958 0.031 0.125 0.262 0.443
H -1.31791 1.06399 0.47545 0.064 -0.112 -0.030 0.210
H -3.06447 2.04338 -0.92221 -0.030 -0.077 -0.078 0.235
H -4.17471 6.29565 -0.31151 -0.027 -0.038 0.013 0.178
H -5.41639 5.43722 0.64513 0.034 0.004 -0.032 0.178

***

No. 3
63
Properties=species:S:1:pos:R:3:forces:R:3:nbo_charge:R:1 method="wB97M-V/def2-TZVPD" lumo_energy_ha=-0.401 total_charge=+3 e_tot_ha=-1967.551976 homo_lumo_gap_ev=4.15 multiplicity=1 e_homo_ev=-15.064
Zr -0.37322 -1.68056 -1.05587 0.294 1.740 -0.441 2.250
N -2.31342 -1.70446 -2.74513 -0.176 -0.356 0.124 -0.851
C -2.78981 -3.12526 -2.51514 -0.038 0.038 0.119 -0.302
C -1.83427 -3.38060 -1.38365 -0.533 -0.639 0.050 0.754
O -0.63710 -3.68451 -1.67262 -0.479 -0.752 -0.226 -0.647
O -1.99732 -2.70549 -0.30146 -0.470 -0.437 0.038 -0.655
H -3.03516 -1.07340 -2.40750 -0.018 0.080 0.015 0.422
H -2.22379 -1.53417 -3.74177 0.110 0.025 -0.048 0.427
H -2.57143 -3.75677 -3.36548 0.013 -0.044 -0.121 0.263
H -3.83326 -3.18837 -2.23402 -0.109 0.075 0.017 0.267
C 4.09858 0.21298 -3.24231 -0.084 -0.011 0.001 -0.618
C 3.36770 1.11911 -2.25639 0.141 -0.030 0.028 -0.426
C 1.90368 0.77716 -2.04557 0.002 -0.077 0.195 -0.208
N 1.78107 -0.58120 -1.38049 0.688 0.317 -0.318 -0.648
C 1.81782 -1.71883 -2.13702 0.584 -0.179 0.116 0.177
S 0.93526 -1.82187 -3.52728 -0.061 -0.086 -0.279 0.174
N 2.31746 -2.85254 -1.47673 0.110 0.024 0.050 -0.637
C 1.89778 -3.18858 -0.19178 0.055 0.401 -0.095 0.712
O 0.98142 -2.42350 0.29971 0.490 -0.538 0.191 -0.749
C 2.42316 -4.31037 0.47291 0.075 -0.032 0.063 -0.169
C 3.54952 -5.00237 -0.02723 0.050 0.021 -0.055 -0.123
C 4.03152 -6.08788 0.65744 0.014 -0.069 0.058 -0.205
C 3.40258 -6.49262 1.83912 0.031 -0.065 0.028 -0.049
C 2.29305 -5.81581 2.34470 0.029 -0.046 0.019 -0.197
C 1.80035 -4.72513 1.66951 0.009 -0.038 0.016 -0.105
H 5.12162 0.55665 -3.38532 -0.020 0.018 0.016 0.268
H 3.61324 0.20668 -4.22154 0.021 0.000 0.055 0.225
H 4.17773 -0.82160 -2.88646 -0.021 0.042 -0.003 0.183
H 3.38210 2.15236 -2.61050 0.032 -0.002 -0.013 0.262
H 3.87821 1.12906 -1.28704 0.008 0.038 -0.039 0.220
H 1.36149 0.74239 -2.98235 -0.116 -0.054 -0.112 0.233
H 1.41879 1.48147 -1.37664 -0.021 0.059 0.078 0.232
H 2.41582 -0.62355 -0.58646 -0.108 0.020 0.214 0.439
H 2.64488 -3.60403 -2.07178 -0.051 -0.059 -0.054 0.468
H 4.07089 -4.67629 -0.92135 -0.048 0.005 0.059 0.222
H 4.89833 -6.62096 0.29167 -0.016 -0.004 0.027 0.262
H 3.79052 -7.35036 2.37574 -0.013 0.023 -0.017 0.259
H 1.82409 -6.14780 3.26087 0.023 -0.002 -0.017 0.259
H 0.93915 -4.19059 2.04315 -0.019 0.022 -0.004 0.241
N -2.53113 4.93104 1.10272 -0.009 0.025 0.083 -0.513
C -2.91033 5.74003 2.12940 0.049 -0.013 -0.208 0.252
C -3.26868 7.09207 2.17685 0.022 -0.090 -0.128 -0.285
C -3.59281 7.56979 3.41412 -0.061 0.072 0.267 -0.102
C -3.57330 6.75636 4.59240 -0.068 0.268 -0.038 -0.193
C -3.22508 5.44582 4.54841 0.022 -0.153 0.056 -0.161
C -2.87954 4.91615 3.28382 0.053 -0.225 0.131 0.078
N -2.49268 3.66629 2.96074 -0.052 0.264 0.031 -0.343
C -2.28429 3.68489 1.64596 -0.033 0.017 -0.070 0.246
C -1.88453 2.52871 0.94965 0.011 -0.027 -0.062 0.083
C -1.68925 2.46667 -0.45822 -0.161 0.160 0.168 -0.237
C -1.33573 1.29444 -1.03601 0.091 -0.251 0.081 0.049
N -1.10629 0.14878 -0.32078 -0.337 0.537 0.285 -0.738
C -1.31228 0.20288 1.04421 0.090 -0.173 -0.369 0.031
C -1.68286 1.32747 1.68517 -0.101 0.313 0.115 -0.198
H -2.45351 5.21416 0.14072 0.001 0.000 -0.002 0.430
H -3.29468 7.72245 1.29817 0.014 -0.036 0.015 0.244
H -3.87870 8.60946 3.51048 -0.002 -0.026 0.041 0.246
H -3.84658 7.20643 5.53746 0.002 0.032 -0.050 0.248
H -3.21066 4.82169 5.43176 0.015 0.005 -0.043 0.248
H -1.84876 3.32660 -1.09460 0.002 -0.008 0.040 0.247
H -1.21820 1.22680 -2.11043 0.047 -0.017 -0.085 0.218
H -1.16575 -0.71808 1.59590 0.016 -0.120 0.026 0.232
H -1.84335 1.33071 2.75413 0.011 0.021 -0.017 0.290

***

No. 4
59
Properties=species:S:1:pos:R:3:forces:R:3:nbo_charge:R:1 method="wB97M-V/def2-TZVPD" lumo_energy_ha="-0.083 / -0.126" total_charge=+1 e_tot_ha=-1425.074910 homo_lumo_gap_ev="7.53 / 7.56" multiplicity=3 e_homo_ev="-9.802 / -10.989"
Pd 0.76338 0.27136 0.39294 0.532 -0.044 -0.441 0.964
C -0.30199 1.82079 2.87404 0.096 0.058 0.038 -0.268
N 0.49956 2.37767 1.77191 -0.357 -0.141 0.129 -0.626
C -0.17584 3.36071 0.91721 0.055 0.006 -0.038 -0.269
C -0.71039 2.75491 -0.34666 -0.033 0.019 0.008 0.415
N -0.21209 1.69272 -0.92002 0.006 0.042 0.092 -0.530
C -0.98878 1.45103 -2.04644 0.112 -0.101 0.009 0.149
C -0.91747 0.41818 -2.97755 -0.010 0.003 -0.002 -0.219
C -1.84078 0.43488 -4.00238 -0.024 0.035 0.005 -0.208
C -2.80985 1.44868 -4.10125 0.019 -0.031 -0.011 -0.195
C -2.89165 2.47098 -3.17715 0.021 -0.016 0.008 -0.219
C -1.96073 2.44328 -2.14460 -0.066 0.092 0.006 0.090
N -1.75520 3.26332 -1.03978 0.004 -0.029 -0.048 -0.514
C -0.96986 0.51933 2.53920 -0.341 0.136 0.032 0.381
N -1.37442 0.17721 1.33622 0.116 0.002 0.318 -0.545
C -2.09361 -1.00653 1.51469 0.012 0.070 -0.133 0.156
C -2.78289 -1.77586 0.58070 0.011 -0.005 0.021 -0.229
C -3.43295 -2.90007 1.04386 -0.005 -0.015 0.040 -0.198
C -3.40418 -3.25590 2.40359 -0.013 -0.005 -0.044 -0.191
C -2.73868 -2.49225 3.34051 0.021 0.020 -0.024 -0.227
C -2.09261 -1.35724 2.86196 -0.013 -0.003 0.126 0.085
N -1.36878 -0.35301 3.49676 0.017 -0.091 -0.061 -0.518
H -1.08392 2.52248 3.18907 0.019 0.021 0.033 0.214
H 0.35595 1.67205 3.73192 -0.003 -0.012 -0.001 0.226
H 1.31367 2.81559 2.17754 0.085 -0.075 -0.088 0.396
H 0.55976 4.11865 0.63665 -0.023 0.022 0.001 0.236
H -0.98107 3.88084 1.44744 -0.013 -0.020 -0.003 0.207
H -0.17291 -0.36227 -2.88249 -0.002 -0.003 0.006 0.238
H -1.82253 -0.34758 -4.74859 -0.004 0.001 -0.006 0.228
H -3.51282 1.42391 -4.92263 0.000 0.000 -0.002 0.228
H -3.64320 3.24454 -3.25609 -0.001 0.003 0.006 0.228
H -2.28961 4.07856 -0.79232 0.001 -0.002 0.001 0.430
H -2.80394 -1.49059 -0.46334 -0.011 0.008 0.003 0.233
H -3.98194 -3.52291 0.35085 -0.001 -0.005 0.002 0.226
H -3.92621 -4.14695 2.72448 0.000 -0.003 -0.002 0.228
H -2.72949 -2.76412 4.38713 0.000 0.007 0.005 0.229
H -1.12016 -0.32125 4.47096 -0.053 0.033 0.010 0.429
C 2.94369 1.18833 -1.54205 -0.011 -0.047 0.045 -0.421
N 2.98464 0.64061 -0.17639 -0.060 -0.023 -0.138 -0.443
C 3.70899 1.56038 0.70132 -0.012 -0.010 -0.016 -0.411
C 3.63467 -0.69025 -0.19429 -0.020 0.059 0.010 -0.270
C 2.64970 -1.82249 -0.36058 0.018 -0.031 -0.114 0.007
C 3.14093 -3.12120 -0.49303 0.006 -0.003 -0.073 -0.235
C 2.27397 -4.18389 -0.67480 -0.052 0.019 0.009 -0.200
C 0.90278 -3.95513 -0.73382 0.057 -0.013 -0.015 -0.216
C 0.41336 -2.66691 -0.58721 -0.021 0.046 -0.059 -0.240
C 1.27500 -1.58843 -0.38490 -0.085 0.039 0.234 -0.328
H 3.95888 1.34037 -1.92574 -0.003 0.009 -0.012 0.191
H 2.41106 2.13776 -1.54299 -0.001 -0.007 -0.004 0.208
H 2.41393 0.49355 -2.19171 0.012 -0.009 -0.001 0.223
H 4.76448 1.63740 0.41593 0.002 0.013 -0.001 0.199
H 3.65143 1.21450 1.73360 0.006 -0.008 -0.006 0.205
H 3.26623 2.55409 0.62795 -0.010 0.003 0.012 0.195
H 4.20439 -0.81712 0.72873 -0.088 0.019 0.057 0.213
H 4.36319 -0.71096 -1.01302 0.073 -0.030 0.055 0.204
H 4.21077 -3.30020 -0.46117 0.001 0.009 -0.006 0.211
H 2.66306 -5.18820 -0.77778 0.005 -0.001 -0.004 0.221
H 0.21991 -4.78117 -0.88735 0.000 -0.003 0.001 0.218
H -0.65685 -2.50617 -0.62904 0.029 -0.008 0.026 0.210

***

Going through the records in order, we get max |F| values of 1.39, 0.94, 1.82, 0.69 eV/Å.